No. 1
A 8-piece molecular cluster, C25H50O9 overall at a distorted geometry. Source: the OMol25 dataset; level of theory: ωB97M-V/def2-TZVPD.

Last column: Löwdin charge in e.
Positions of all 84 atoms, in Å:
1 C -24.041 -37.473 37.653  -0.038
2 C -24.373 -38.582 36.642  -0.289
3 O -25.118 -39.587 37.147  -0.005
4 C -25.616 -40.563 36.330  -0.504
5 C -26.247 -41.651 37.272  0.017
6 O -25.374 -40.753 35.200  0.145
7 H -23.768 -38.027 38.620  0.101
8 H -24.750 -36.657 37.846  0.063
9 H -23.122 -36.974 37.264  0.080
10 H -24.959 -38.268 35.905  0.073
11 H -23.573 -38.847 36.060  0.105
12 H -25.596 -42.045 37.996  0.044
13 H -26.719 -42.445 36.650  0.068
14 H -27.222 -41.168 37.834  0.138
15 C -29.689 -42.417 36.029  -0.012
16 C -30.028 -40.924 35.989  -0.399
17 C -31.349 -40.455 36.295  -0.092
18 O -29.031 -40.103 35.566  -0.074
19 H -30.063 -42.841 37.103  0.134
20 H -28.803 -42.614 35.599  0.012
21 H -30.449 -42.602 35.196  0.111
22 H -31.602 -39.317 36.603  0.142
23 H -31.670 -40.861 37.305  0.083
24 H -32.140 -40.742 35.567  0.091
25 C -35.492 -41.886 37.735  -0.019
26 C -34.549 -41.095 36.986  -0.367
27 C -35.193 -40.264 35.799  -0.001
28 O -33.301 -40.963 37.299  -0.075
29 H -35.083 -42.088 38.650  0.060
30 H -35.828 -42.985 37.191  0.200
31 H -36.192 -41.320 37.947  -0.012
32 H -34.318 -39.559 35.615  0.059
33 H -36.056 -39.679 36.168  0.088
34 H -35.438 -40.951 34.898  0.114
35 C -26.917 -35.116 35.377  -0.036
36 C -28.290 -35.384 34.626  -0.403
37 C -28.704 -36.876 34.422  -0.006
38 O -28.911 -34.430 34.084  0.004
39 H -26.701 -33.934 35.591  0.130
40 H -26.158 -35.481 34.672  0.074
41 H -27.011 -35.556 36.333  0.034
42 H -27.808 -37.399 34.010  0.100
43 H -29.491 -36.855 33.655  0.081
44 H -29.094 -37.331 35.223  0.011
45 C -34.634 -39.844 31.896  -0.027
46 C -33.588 -38.840 32.020  -0.441
47 C -33.488 -38.115 33.385  -0.026
48 O -32.797 -38.568 30.991  -0.027
49 H -34.792 -40.026 30.780  0.121
50 H -35.545 -39.093 32.114  0.154
51 H -34.687 -40.549 32.538  -0.014
52 H -32.409 -37.840 33.066  0.102
53 H -33.577 -38.893 34.152  0.017
54 H -34.123 -37.179 33.717  0.130
55 C -29.232 -45.224 40.694  -0.038
56 C -28.240 -44.900 39.538  -0.342
57 C -26.924 -45.601 39.441  -0.055
58 O -28.698 -44.008 38.601  -0.081
59 H -30.026 -44.629 40.770  0.008
60 H -28.626 -45.618 41.661  0.128
61 H -29.752 -46.274 40.582  0.115
62 H -26.295 -45.264 38.638  0.062
63 H -27.035 -46.749 39.421  0.117
64 H -26.285 -45.405 40.399  0.120
65 C -29.846 -39.748 31.966  -0.006
66 C -28.266 -40.035 31.699  -0.278
67 C -27.637 -41.043 32.575  -0.012
68 O -27.731 -39.432 30.600  -0.071
69 H -30.458 -40.643 31.673  0.106
70 H -30.020 -38.769 31.473  0.086
71 H -29.877 -39.599 32.916  -0.040
72 H -26.925 -41.662 32.349  0.035
73 H -28.280 -41.586 33.139  0.043
74 H -27.128 -40.417 33.281  0.086
75 C -30.945 -34.223 37.852  -0.035
76 C -31.893 -34.798 38.804  -0.403
77 C -31.798 -36.246 39.087  -0.046
78 O -32.927 -34.075 39.395  -0.077
79 H -30.735 -34.732 36.970  0.052
80 H -29.956 -34.280 38.447  0.130
81 H -31.355 -33.158 37.798  0.121
82 H -32.557 -36.541 39.751  0.058
83 H -30.819 -36.419 39.564  0.101
84 H -32.050 -36.814 38.161  0.100

For the max |F|, the calculation gives 9.9 eV/Å. Its SMILES is CCOC(C)=O.CC(C)=O.CC(C)=O.CC(C)=O.CC(C)=O.CC(C)=O.CC(C)=O.CC(C)=O.

---

No. 2
One molecule with the formula C4H8N2S2 at a distorted geometry. Source: the OMol25 dataset; level of theory: ωB97M-V/def2-TZVPD.

Last column: natural (NBO) charge in e.
Positions of all 16 atoms, in Å:
1 C 2.293 -1.063 0.041  -0.411
2 N 1.272 -0.161 -0.079  -0.477
3 N 0.030 -0.639 -0.545  -0.203
4 C -1.013 -0.030 -0.240  0.083
5 C -2.293 -0.673 -0.756  -0.247
6 S -3.709 -0.209 0.017  0.036
7 C -1.155 1.143 0.691  -0.635
8 S -0.242 2.375 -0.494  -0.104
9 H 2.613 -1.535 -1.056  0.216
10 H 2.145 -1.973 0.822  0.174
11 H 3.210 -0.593 0.541  0.218
12 H 1.109 0.612 0.761  0.367
13 H -2.192 -1.475 -1.767  0.264
14 H -0.932 1.074 1.818  0.258
15 H -2.385 1.322 0.553  0.286
16 H 1.247 1.826 -0.307  0.176

For the max |F|, the calculation gives 6.0 eV/Å. Its SMILES is CN/N=C(/C=S)CS.

---

No. 3
One molecule with the formula C2H7N3S2 at a distorted geometry. Source: the OMol25 dataset; level of theory: ωB97M-V/def2-TZVPD.

Last column: natural (NBO) charge in e.
Positions of all 14 atoms, in Å:
1 N -1.844 -0.108 1.373  -0.843
2 C -1.495 0.093 -0.028  -0.287
3 C -0.111 0.347 -0.332  0.368
4 N 0.182 1.338 -1.015  -0.554
5 S 1.801 1.764 -1.464  0.177
6 N 0.922 -0.569 0.166  -0.813
7 S 1.574 -1.583 -1.046  0.173
8 H -1.722 0.836 1.896  0.377
9 H -1.427 -0.916 1.823  0.364
10 H -2.041 0.936 -0.470  0.234
11 H -1.832 -0.749 -0.712  0.205
12 H 2.459 0.946 -0.564  0.102
13 H 0.582 -1.052 0.972  0.377
14 H 2.952 -1.282 -0.599  0.120

For the max |F|, the calculation gives 3.5 eV/Å. Its SMILES is NC/C(=N/S)NS.

---

These records have energy relative to the best compared isomer or geometry (same formula, charge and spin) values of 2.6102 5.5377 1.3308 eV, in the order they appear.
These records have HOMO energy values of -8.8 -8.8 -8.7 eV, in the order they appear.